The following is a DFT calculation (ωB97M-V/def2-TZVPD) of a structure of composition C19H22N2NiS in a non-equilibrium geometry.

```
! RIJCOSX wB97M-V def2-TZVPD def2/J DEFGRID3
* xyz 0 3
C -4.305 -0.057 -0.169
C -4.376 1.247 -0.968
H -4.512 -0.913 -0.815
H -5.079 -0.051 0.607
H -3.351 -0.225 0.326
H -3.571 1.343 -1.695
H -5.317 1.285 -1.529
H -4.364 2.122 -0.314
C 0.747 -2.777 -0.327
C 1.610 -3.863 -0.475
C 2.721 -3.746 -1.314
C 2.953 -2.537 -1.957
H -0.097 -2.798 0.363
H 1.407 -4.779 0.068
H 3.395 -4.582 -1.463
H 3.826 -2.360 -2.576
N 0.939 -1.611 -1.009
C 2.050 -1.483 -1.807
C 2.256 -0.145 -2.333
N 1.288 0.748 -1.950
C 1.459 2.058 -2.273
C 3.510 1.592 -3.446
C 2.532 2.505 -3.043
H 0.710 2.737 -1.874
H 2.594 3.561 -3.305
C 3.390 0.260 -3.054
H 4.158 -0.480 -3.270
H 4.355 1.912 -4.048
Ni -0.025 0.030 -0.670
C -1.310 1.280 -0.270
H -1.880 1.314 -1.212
H -0.872 2.261 -0.053
H -1.933 0.961 0.573
S 1.287 0.494 1.249
C 0.377 0.456 2.674
C 0.275 -0.728 3.448
C -0.515 -0.738 4.592
C -1.238 0.407 4.959
C -1.141 1.582 4.199
C -0.333 1.615 3.070
H 0.805 -1.621 3.114
H -0.573 -1.642 5.204
H -1.881 0.386 5.840
H -1.699 2.477 4.485
H -0.271 2.503 2.447
*
```

Computed properties:
Total energy, eV: -74917.1866
Gap between HOMO and LUMO (alpha / beta), eV: 5.2 / 6.1
Lowest unoccupied orbital energy (alpha / beta), eV: -0.91 / -0.96
⟨S²⟩: 2.02
Energy above the lowest of the compared OMol25 structures with the same formula, charge and spin, kcal/mol: 0.00

Here are the Löwdin charges for atoms 1 to 5, given in e:
1 C -0.17
2 C -0.18
3 H 0.06
4 H 0.07
5 H 0.03



The following is a DFT calculation (ωB97M-V/def2-TZVPD) of a cluster of 4 separate species, C4H13NO3 in total in a non-equilibrium geometry.

```
! RIJCOSX wB97M-V def2-TZVPD def2/J DEFGRID3
* xyz 0 1
O -3.624 0.125 -0.403
C -2.627 -0.848 0.059
C -1.602 -0.177 0.749
C -0.222 -0.684 0.947
C 0.454 -1.149 -0.357
N 1.888 -1.621 -0.008
H -2.262 1.855 -0.971
H -1.684 1.683 -1.414
H -1.956 0.653 1.362
H -0.172 -1.470 1.632
H 0.383 0.214 1.281
H -0.028 -2.038 -0.796
H 0.366 -0.408 -1.132
H 2.430 -0.744 0.294
H 2.268 -1.984 -0.909
H -4.524 -0.158 -0.236
H 1.223 2.189 -1.317
O 1.053 1.659 -0.501
H 2.005 1.221 -0.019
H 3.772 0.922 0.870
O 2.859 0.761 0.869
*
```

Computed properties:
Total energy, eV: -11981.8310
Gap between HOMO and LUMO, eV: 3.4
Lowest unoccupied orbital energy, eV: -4.56
Energy above the lowest of the compared OMol25 structures with the same formula, charge and spin, kcal/mol: 245.37

Here are the Löwdin charges for atoms 1 to 5, given in e:
1 O -0.04
2 C 0.17
3 C -0.01
4 C -0.18
5 C -0.26



The following is a DFT calculation (ωB97M-V/def2-TZVPD) of a structure of composition C9H14N2OS9SbTc.

```
! RIJCOSX wB97M-V def2-TZVPD def2/J DEFGRID3
* xyz 2 1
Tc -0.037 -0.349 -0.760
C 2.376 0.519 0.842
C 1.512 -0.114 1.906
N 0.437 -0.958 1.287
C -0.772 -1.031 2.152
C -1.506 0.307 2.179
S -1.401 1.204 0.589
C -0.166 2.518 0.928
C 1.015 2.464 -0.031
N 1.543 1.085 -0.262
H 3.021 1.281 1.283
H 3.009 -0.247 0.399
H 2.133 -0.721 2.562
H 1.035 0.640 2.525
H 0.805 -1.904 1.183
H -1.422 -1.798 1.746
H -0.505 -1.324 3.169
H -2.565 0.145 2.369
H -1.143 0.987 2.947
H -0.682 3.466 0.799
H 0.129 2.444 1.972
H 0.707 2.847 -1.001
H 1.805 3.115 0.346
H 2.157 1.164 -1.068
O -6.051 -0.222 -3.902
C -4.986 -0.302 -3.405
S -4.548 -1.533 -2.166
C -2.932 -0.985 -1.954
C -2.501 0.163 -2.745
S -0.955 0.753 -2.644
S -3.627 0.827 -3.831
S -1.871 -1.757 -0.975
S 3.013 -3.024 0.781
Sb 4.345 -4.087 -0.608
S 1.281 -1.743 -1.859
S 3.187 -1.085 -2.069
S 4.162 -2.745 -2.686
*
```

Computed properties:
Total energy, eV: -120828.8205
Gap between HOMO and LUMO (alpha / beta), eV: 5.7 / 5.7
Lowest unoccupied orbital energy (alpha / beta), eV: -8.60 / -8.60
Energy above the lowest of the compared OMol25 structures with the same formula, charge and spin, kcal/mol: 0.10

Here are the Löwdin charges for atoms 1 to 5, given in e:
1 Tc 0.38
2 C -0.19
3 C -0.18
4 N -0.21
5 C -0.24



The following is a DFT calculation (ωB97M-V/def2-TZVPD) of a cluster of 9 separate species, C4H27NO9 in total in a non-equilibrium geometry.

```
! RIJCOSX wB97M-V def2-TZVPD def2/J DEFGRID3
* xyz 0 1
C 4.726 -7.962 9.316
C 4.707 -6.719 8.386
C 5.945 -6.487 7.438
O 5.801 -5.246 6.824
C 7.020 -4.902 6.154
N 3.558 -6.962 7.574
H 4.763 -8.854 8.690
H 3.851 -8.024 9.964
H 5.555 -7.980 10.024
H 4.530 -5.876 9.053
H 6.116 -7.279 6.709
H 6.775 -6.478 8.145
H 7.898 -4.592 6.720
H 6.871 -4.050 5.491
H 7.340 -5.725 5.515
H 2.772 -7.129 8.186
H 3.339 -6.138 7.032
O 1.137 -8.792 1.042
H 0.567 -9.130 1.732
H 1.829 -8.323 1.509
O 6.447 -3.984 1.695
H 6.812 -4.599 1.059
H 7.093 -3.279 1.745
O 0.259 -8.014 5.013
H 1.135 -8.211 5.345
H -0.314 -8.119 5.772
O 3.676 -10.133 5.860
H 4.254 -9.867 5.144
H 3.578 -9.345 6.395
O 0.684 -4.170 2.904
H 1.311 -4.817 3.227
H 0.286 -3.806 3.695
O 5.690 -9.427 2.759
H 6.519 -9.837 3.009
H 5.657 -9.516 1.806
O 3.575 -6.158 3.167
H 4.169 -5.561 2.712
H 4.150 -6.809 3.569
O 2.748 -1.718 1.178
H 3.095 -2.367 0.566
H 2.236 -2.228 1.805
*
```

Computed properties:
Total energy, eV: -24502.8283
Gap between HOMO and LUMO, eV: 9.9
Lowest unoccupied orbital energy, eV: 0.02
Energy above the lowest of the compared OMol25 structures with the same formula, charge and spin, kcal/mol: 64.46

Here are the Löwdin charges for atoms 1 to 5, given in e:
1 C -0.06
2 C -0.42
3 C -0.21
4 O -0.17
5 C -0.10



The following is a DFT calculation (ωB97M-V/def2-TZVPD) of a structure of composition C53H39AlAsN3O2S6 in a non-equilibrium geometry.

```
! RIJCOSX wB97M-V def2-TZVPD def2/J DEFGRID3
* xyz 0 1
Al -2.168 -0.030 1.758
C 6.185 1.349 2.104
C 4.799 0.863 2.450
C 3.665 1.635 2.168
C 2.377 1.126 2.286
C 2.253 -0.192 2.678
C 3.333 -0.949 3.103
C 4.593 -0.404 3.026
S 0.660 -1.012 2.696
O 0.477 -1.644 1.403
O 0.647 -1.841 3.876
N -0.541 0.130 2.789
C -0.645 0.941 3.952
C 0.300 1.316 4.920
C 0.039 2.441 5.781
C -1.137 3.168 5.716
C -2.179 2.706 4.897
C -3.506 3.222 4.874
C -4.482 2.627 4.074
C -4.179 1.549 3.261
N -2.914 1.086 3.162
C -1.916 1.594 4.025
H 6.262 1.524 1.043
H 6.905 0.558 2.319
H 6.468 2.255 2.681
H 3.797 2.651 1.772
H 1.463 1.714 2.042
H 3.079 -1.943 3.483
H 5.446 -1.017 3.378
H 1.214 0.716 5.011
H 0.790 2.654 6.539
H -1.235 4.070 6.314
H -3.774 4.049 5.552
H -5.483 3.015 4.036
H -4.954 0.979 2.737
C -3.380 -3.269 4.154
C -3.397 -4.382 3.307
C -3.072 -4.200 1.979
C -2.903 -2.920 1.422
C -2.866 -1.821 2.262
C -3.104 -2.027 3.623
C -2.968 -2.718 -0.022
C -3.460 -3.771 -0.805
C -3.634 -3.576 -2.168
C -3.318 -2.330 -2.726
C -3.621 -2.061 -4.093
C -3.248 -0.872 -4.671
C -2.484 0.038 -3.894
C -2.185 -0.190 -2.557
C -2.730 -1.306 -1.891
N -2.670 -1.493 -0.509
H -3.567 -3.417 5.218
H -3.617 -5.362 3.665
H -3.027 -5.047 1.301
H -3.121 -1.225 4.361
H -3.797 -4.711 -0.318
H -4.027 -4.388 -2.772
H -4.211 -2.844 -4.569
H -3.478 -0.694 -5.734
H -2.184 0.970 -4.355
H -1.586 0.521 -1.971
C -2.383 4.573 -3.676
S -2.165 4.289 -1.891
C -3.231 2.949 -1.575
C -3.182 2.156 -0.418
S -1.722 1.771 0.344
S -4.765 1.620 0.003
C -5.298 1.359 -1.679
S -6.217 0.156 -2.240
S -4.582 2.586 -2.652
H -1.456 5.099 -3.930
H -3.282 5.157 -3.877
H -2.436 3.618 -4.199
C 1.080 -3.004 -5.370
C 0.859 -3.493 -4.060
C 1.010 -2.630 -2.967
C 1.304 -1.277 -3.189
C 1.555 -0.790 -4.455
C 1.431 -1.662 -5.532
As 1.478 -0.237 -1.495
C 2.460 1.359 -2.095
C 1.889 2.538 -2.481
C 2.669 3.678 -2.678
C 4.052 3.645 -2.435
C 4.646 2.438 -2.078
C 3.868 1.273 -1.875
C 4.317 -0.071 -1.451
C 5.666 -0.483 -1.381
C 5.979 -1.779 -1.038
C 4.927 -2.696 -0.816
C 3.602 -2.293 -0.850
C 3.283 -0.977 -1.223
H 0.949 -3.681 -6.243
H 0.544 -4.545 -3.902
H 0.913 -3.014 -1.928
H 1.902 0.234 -4.579
H 1.690 -1.243 -6.504
H 0.787 2.616 -2.572
H 2.152 4.589 -3.022
H 4.687 4.527 -2.538
H 5.712 2.354 -1.837
H 6.427 0.268 -1.615
H 7.011 -2.110 -0.989
H 5.147 -3.752 -0.614
H 2.743 -2.924 -0.544
*
```

Computed properties:
Total energy, eV: -196608.5783
Gap between HOMO and LUMO, eV: 6.0
Lowest unoccupied orbital energy, eV: -0.88
Energy above the lowest of the compared OMol25 structures with the same formula, charge and spin, kcal/mol: 16.49

Here are the Löwdin charges for atoms 1 to 5, given in e:
1 Al 0.14
2 C -0.04
3 C -0.26
4 C -0.03
5 C -0.06



The following is a DFT calculation (ωB97M-V/def2-TZVPD) of a structure of composition C4H5NO in a non-equilibrium geometry.

```
! RIJCOSX wB97M-V def2-TZVPD def2/J DEFGRID3
* xyz 0 1
O -1.371 -0.645 1.098
C -0.941 -0.094 -0.031
C 0.100 -0.909 -0.729
C 1.016 0.174 -0.199
C -0.127 1.291 0.138
N -0.221 2.430 0.462
H -1.891 0.017 1.584
H 0.236 -1.905 -0.314
H 0.001 -0.920 -1.814
H 1.526 -0.095 0.725
H 1.673 0.656 -0.922
*
```

Computed properties:
Total energy, eV: -7762.5059
Gap between HOMO and LUMO (alpha / beta), eV: 7.8 / 7.8
Lowest unoccupied orbital energy (alpha / beta), eV: -0.19 / -0.19
Energy above the lowest of the compared OMol25 structures with the same formula, charge and spin, kcal/mol: 92.72

Here are the Löwdin charges for atoms 1 to 5, given in e:
1 O 0.09
2 C -0.20
3 C -0.13
4 C -0.09
5 C -0.41



Look up the total energy of the fourth one.
-24502.8283 eV



Which formula does entry 5 have?
C53H39AlAsN3O2S6



Copy entry 2 word for word.
The following is a DFT calculation (ωB97M-V/def2-TZVPD) of a cluster of 4 separate species, C4H13NO3 in total in a non-equilibrium geometry.

```
! RIJCOSX wB97M-V def2-TZVPD def2/J DEFGRID3
* xyz 0 1
O -3.624 0.125 -0.403
C -2.627 -0.848 0.059
C -1.602 -0.177 0.749
C -0.222 -0.684 0.947
C 0.454 -1.149 -0.357
N 1.888 -1.621 -0.008
H -2.262 1.855 -0.971
H -1.684 1.683 -1.414
H -1.956 0.653 1.362
H -0.172 -1.470 1.632
H 0.383 0.214 1.281
H -0.028 -2.038 -0.796
H 0.366 -0.408 -1.132
H 2.430 -0.744 0.294
H 2.268 -1.984 -0.909
H -4.524 -0.158 -0.236
H 1.223 2.189 -1.317
O 1.053 1.659 -0.501
H 2.005 1.221 -0.019
H 3.772 0.922 0.870
O 2.859 0.761 0.869
*
```

Computed properties:
Total energy, eV: -11981.8310
Gap between HOMO and LUMO, eV: 3.4
Lowest unoccupied orbital energy, eV: -4.56
Energy above the lowest of the compared OMol25 structures with the same formula, charge and spin, kcal/mol: 245.37

Here are the Löwdin charges for atoms 1 to 5, given in e:
1 O -0.04
2 C 0.17
3 C -0.01
4 C -0.18
5 C -0.26



Number 6 is which compound?
C4H5NO